Molecular formula: C4H5NOS
Method: DFT, wB97M-V/def2-TZVPD

The gap between HOMO and LUMO comes out at 0.34280 Ha. As for the lowest unoccupied orbital energy: 0.61 eV. As for the charge: 0. The calculation puts the total energy at -683.52889 hartree. As for the SMILES: C=C1NC(=O)CS1.

XYZ file:
```
12
C4H5NOS, DFT wB97M-V/def2-TZVPD
C 1.1522 0.1394 1.9843
C 0.6876 -0.0294 0.7127
C -0.5305 0.5841 -1.3539
C -1.1458 -0.9222 -1.1571
H 1.3508 -0.7881 2.5916
H 1.9654 0.8289 2.2091
H 0.5562 1.9005 0.0801
H -1.2377 -1.7135 -1.9393
H -2.2162 -0.6315 -0.8328
N 0.3458 0.8712 -0.4080
O -0.7818 1.3057 -2.2098
S -0.1459 -1.5451 0.3230
```

=====

Molecular formula: C4H5NOS
Method: DFT, wB97M-V/def2-TZVPD

The gap between HOMO and LUMO comes out at 0.29153 Ha. As for the lowest unoccupied orbital energy: -0.06 eV. As for the charge: 0. The calculation puts the total energy at -683.41261 hartree.

XYZ file:
```
12
C4H5NOS, DFT wB97M-V/def2-TZVPD
C -0.8117 -0.2994 0.0285
C -0.6232 1.0295 0.0184
C 0.8647 1.2074 -0.1632
C 1.3518 -0.1551 -0.2617
H -2.8138 -0.4561 0.6471
H -2.0793 -1.7091 -1.2928
H -1.4281 1.8589 0.0793
H 1.4261 2.0717 -0.2921
H 2.6620 -0.7853 1.3893
N -1.8406 -1.1717 0.0149
O 0.2834 -1.0157 -0.1117
S 3.0085 -0.5752 -0.0560
```

=====

Molecular formula: C4H5NOS
Method: DFT, wB97M-V/def2-TZVPD

The gap between HOMO and LUMO comes out at 0.35595 Ha. As for the lowest unoccupied orbital energy: 0.20 eV. As for the charge: 0. The calculation puts the total energy at -683.52351 hartree.

XYZ file:
```
12
C4H5NOS, DFT wB97M-V/def2-TZVPD
C 0.8165 0.6194 1.0984
C 0.8921 -0.3040 0.1742
C -0.4266 1.5596 1.0733
C -0.1367 -0.2017 -0.8724
N -1.1763 1.1694 0.0749
O -0.6541 2.3540 1.9525
S -1.2196 -1.5708 -1.2831
H 1.6497 0.8750 1.8492
H 1.6478 -1.0667 0.1208
H 0.2468 0.2939 -1.7311
H -1.9468 1.7385 -0.3144
H -2.0247 -1.6431 -0.2174
```

=====

Molecular formula: C4H5NOS
Method: DFT, wB97M-V/def2-TZVPD

The gap between HOMO and LUMO comes out at 0.32836 Ha. As for the lowest unoccupied orbital energy: -0.37 eV. As for the charge: 0. The calculation puts the total energy at -683.53506 hartree. As for the SMILES: C=C/C(C=O)=N\S.

XYZ file:
```
12
C4H5NOS, DFT wB97M-V/def2-TZVPD
C -0.2412 -0.6866 -0.0097
C -0.3196 0.7582 -0.3202
C 0.4055 1.6982 0.2690
C -1.5419 -1.4166 0.1222
H 2.2819 0.2840 -0.4745
H -1.1064 1.0184 -1.0147
H 1.1432 1.4658 1.0374
H 0.2458 2.7536 0.0248
H -1.4244 -2.4913 0.3962
N 0.7747 -1.4596 0.1210
O -2.6146 -0.8925 -0.0706
S 2.3970 -1.0316 -0.0810
```

=====

Molecular formula: C4H5NOS
Method: DFT, wB97M-V/def2-TZVPD

The gap between HOMO and LUMO comes out at 0.33877 Ha. As for the lowest unoccupied orbital energy: 0.66 eV. As for the charge: 0. The calculation puts the total energy at -683.48614 hartree.

XYZ file:
```
12
C4H5NOS, DFT wB97M-V/def2-TZVPD
C -1.3724 1.9163 0.0809
C -0.6854 0.4781 -0.1125
C -1.1893 -1.4755 0.0046
C 0.4414 -0.2553 0.0280
H -1.4655 2.6706 -0.9090
H -2.4352 1.6502 0.5300
H -0.4331 2.2596 0.7103
H -2.1203 -2.2186 -0.1245
H 2.0733 1.4485 0.6455
N 0.0671 -1.5352 0.1638
O -1.7519 -0.2467 -0.0989
S 2.1725 0.1830 -0.0759
```

=====

Molecular formula: C4H5NOS
Method: DFT, wB97M-V/def2-TZVPD

The gap between HOMO and LUMO comes out at 0.33196 Ha. As for the lowest unoccupied orbital energy: 0.86 eV. As for the charge: 0. The calculation puts the total energy at -683.56967 hartree. As for the SMILES: Nc1coc(S)c1.

XYZ file:
```
12
C4H5NOS, DFT wB97M-V/def2-TZVPD
C 0.5617 -0.5247 -0.3661
C -0.6952 -0.8217 -0.7817
C -0.8376 0.9974 0.4721
C 0.4673 0.6929 0.4358
H 2.5490 -0.7867 -0.4806
H 1.7324 -1.9948 -1.2575
H -1.1061 -1.5780 -1.4513
H -2.3339 1.6644 2.1857
H 1.2921 1.2609 0.8955
N 1.7213 -1.3458 -0.4938
O -1.5906 0.1166 -0.3179
S -1.7604 2.3195 1.1599
```

=====

Molecular formula: C4H5NOS2
Method: DFT, wB97M-V/def2-TZVPD

The gap between HOMO and LUMO comes out at 0.27239 Ha. As for the lowest unoccupied orbital energy: -1.17 eV. As for the charge: 0. The calculation puts the total energy at -1081.66198 hartree. As for the SMILES: C=CN(S)C(=S)C=O.

XYZ file:
```
13
C4H5NOS2, DFT wB97M-V/def2-TZVPD
C 1.1782 -1.2719 0.1951
C 2.5133 -1.3899 0.4943
C -0.8054 -0.1865 -0.0529
C -1.6943 1.0963 0.1125
H 0.6146 2.4386 0.3951
H 0.5709 -2.2225 0.2279
H 3.2704 -0.5433 0.5763
H 2.9099 -2.3927 0.9967
H -2.6791 0.9532 -0.4976
N 0.5758 -0.1167 -0.0676
O -1.3569 2.0153 0.8152
S 1.3988 1.3746 -0.5278
S -1.7121 -1.5638 -0.2372
```

=====

Molecular formula: C4H5NS
Method: DFT, wB97M-V/def2-TZVPD

The gap between HOMO and LUMO comes out at 0.37857 Ha. As for the lowest unoccupied orbital energy: 0.84 eV. As for the charge: 0. The calculation puts the total energy at -608.26212 hartree. As for the SMILES: N=C=S.C#CC.

XYZ file:
```
11
C4H5NS, DFT wB97M-V/def2-TZVPD
C -1.0704 -0.0272 -0.0735
C -1.3922 1.3305 0.4220
C -0.7680 -1.1008 -0.4902
C 2.1255 -1.0724 -0.0380
N 2.2501 -0.2046 -0.7941
S 2.2600 -2.0491 1.1338
H -0.6114 2.0274 0.0754
H -1.3645 1.4180 1.4878
H -0.5277 -2.0980 -0.5896
H 1.5327 0.1911 -1.3184
H -2.4341 1.5851 0.1849
```

=====

Molecular formula: C4H5NS
Method: DFT, wB97M-V/def2-TZVPD

The gap between HOMO and LUMO comes out at 0.34160 Ha. As for the lowest unoccupied orbital energy: 0.23 eV. As for the charge: 0. The calculation puts the total energy at -608.31472 hartree. As for the SMILES: C=C(C#N)SC.

XYZ file:
```
11
C4H5NS, DFT wB97M-V/def2-TZVPD
C 1.1444 -0.3988 1.4769
C -0.4673 0.4037 -0.6562
C -1.4987 1.1306 -1.1309
C -0.0592 -0.8946 -1.1811
H 1.8318 -1.0181 0.8602
H 0.3244 -1.0719 1.8234
H 1.7302 -0.0547 2.3758
H -1.8710 2.0705 -0.7644
H -2.0286 0.6970 -1.9442
N 0.2841 -1.9421 -1.5190
S 0.6099 1.0784 0.6596
```

=====

Molecular formula: C4H5NS
Method: DFT, wB97M-V/def2-TZVPD

The gap between HOMO and LUMO comes out at 0.29861 Ha. As for the lowest unoccupied orbital energy: -0.95 eV. As for the charge: 0. The calculation puts the total energy at -608.29580 hartree. As for the SMILES: N#CCCC=S.

XYZ file:
```
11
C4H5NS, DFT wB97M-V/def2-TZVPD
C 0.7301 -0.0089 0.3533
C -0.0660 1.0925 -0.2379
C -1.5420 1.0028 0.1294
C -1.9972 -0.3830 0.0177
H 0.5698 -0.3637 1.3211
H 0.3838 2.0649 -0.0840
H 0.0471 1.0263 -1.3670
H -1.5634 1.3461 1.2244
H -2.2222 1.5791 -0.4459
N -2.4775 -1.4015 -0.1552
S 2.3361 -0.3790 -0.0711
```